{
  "formula": "C2H3N4S",
  "method": "ωB97M-V with the def2-TZVPD basis set",
  "total_charge": 1,
  "homo_energy_ev": [-13.8940, -13.8931],
  "homo_lumo_gap_ev": [7.663, 7.657],
  "species": ["C", "C", "N", "N", "N", "N", "S", "H", "H", "H"],
  "coordinates": [[0.2679, -0.2198, -0.1572], [-0.3990, 0.1936, 1.1215], [1.2843, -1.0162, -0.1440], [2.0892, -1.8011, -0.0817], [-1.2565, 1.0184, -1.3349], [-0.3115, 0.2201, -1.2716], [-1.6441, 1.5198, 0.6219], [-0.7644, -0.7595, 1.5547], [0.4090, 0.8209, 1.7348], [0.3251, 0.0239, -2.0435]]
}

=====

{
  "formula": "C6H9NS",
  "method": "ωB97M-V with the def2-TZVPD basis set",
  "homo_energy_ev": -8.5508,
  "smiles": "N[C@H]1[C@@H]2C=CC[C@]12S",
  "homo_lumo_gap_ev": 9.375,
  "species": ["N", "C", "C", "C", "C", "C", "C", "S", "H", "H", "H", "H", "H", "H", "H", "H", "H"],
  "coordinates": [[2.0386, 0.2644, -1.3756], [0.8273, -0.1964, -0.7984], [0.7228, -0.0929, 0.6942], [0.0387, -1.2218, 1.3431], [-1.2233, -1.3470, 0.8400], [-1.5576, -0.1414, -0.0486], [-0.3041, 0.6192, -0.2607], [-0.3418, 2.3594, -0.5844], [1.9034, 0.6435, -2.2578], [2.4995, 1.0014, -0.7375], [0.4239, -1.1000, -1.2015], [1.6145, 0.4864, 1.1176], [0.3729, -1.9048, 2.1213], [-1.9297, -2.0545, 1.1093], [-2.0159, -0.4090, -1.0758], [-2.4527, 0.3528, 0.3844], [-0.6165, 2.7406, 0.7302]]
}

=====

{
  "formula": "C3H5NO",
  "method": "ωB97M-V with the def2-TZVPD basis set",
  "homo_energy_ev": -8.5305,
  "homo_lumo_gap_ev": 9.505,
  "species": ["C", "C", "C", "N", "O", "H", "H", "H", "H", "H"],
  "coordinates": [[0.7112, 0.7536, 0.9998], [-1.6096, 0.3285, -0.2934], [-0.1758, 0.6133, 0.1213], [1.6041, 0.5554, 1.7353], [-0.8538, 1.3101, -0.8262], [0.4995, -1.9429, -1.5866], [-1.3165, -0.5586, -0.8195], [-2.3667, 0.6368, 0.4242], [1.1047, -1.7172, -1.0723], [2.4029, 0.0211, 1.3172]]
}

=====

{
  "formula": "C23H40N2O10PSi",
  "method": "ωB97M-V with the def2-TZVPD basis set",
  "total_charge": 1,
  "homo_energy_ev": -11.7321,
  "homo_lumo_gap_ev": 7.074,
  "species": ["C", "C", "O", "C", "C", "C", "C", "C", "C", "C", "N", "Si", "C", "C", "C", "C", "C", "C", "N", "C", "C", "O", "O", "P", "O", "H", "H", "H", "H", "H", "H", "H", "H", "H", "H", "H", "H", "H", "H", "H", "H", "H", "H", "H", "H", "H", "H", "H", "H", "H", "H", "H", "H", "H", "H", "H", "H", "C", "C", "O", "C", "O", "O", "H", "H", "H", "H", "C", "C", "O", "C", "O", "O", "H", "H", "H", "H"],
  "coordinates": [[0.7358, -1.1003, 5.4720], [-0.2624, 0.1381, 5.5536], [-1.1269, 0.1764, 4.4124], [-2.2175, -0.7659, 4.5473], [-2.8217, -1.1964, 3.1741], [-1.9976, -2.2955, 2.4102], [-0.7925, -1.7413, 1.5722], [-1.0986, -0.4033, 0.8056], [-0.1976, -0.1347, -0.4317], [-0.8664, 0.3339, -1.6561], [-0.1811, 0.6487, -2.8065], [-1.0047, 1.2733, -4.2973], [-2.7378, 0.5574, -4.5913], [-1.2391, 3.1598, -4.0293], [0.0436, 1.1100, -5.8743], [1.2032, 0.5291, -2.8594], [1.9827, 0.0497, -1.7436], [3.5599, -0.0919, -1.7659], [4.1774, 0.7323, -2.8336], [1.2507, -0.2935, -0.4988], [2.0623, -0.7915, 0.7338], [2.1655, -1.9724, 0.8842], [2.7233, 0.0380, 1.6532], [1.7494, 1.3827, 2.0268], [2.5957, 2.3268, 2.8186], [1.7203, -0.8407, 5.9382], [0.2515, -1.9512, 6.0201], [0.8591, -1.3804, 4.3914], [0.3814, 1.0628, 5.5260], [-0.8096, 0.1800, 6.5338], [-1.9574, -1.6541, 5.1885], [-3.0257, -0.2185, 5.1201], [-3.8251, -1.6548, 3.4044], [-3.0412, -0.2706, 2.5822], [-2.6724, -2.9652, 1.8061], [-1.5564, -2.9704, 3.1998], [-0.3621, -2.5462, 0.9112], [0.0338, -1.5134, 2.3078], [-2.1605, -0.4740, 0.4272], [-1.0457, 0.4860, 1.4830], [-1.9756, 0.4378, -1.6472], [-3.3166, 0.6962, -3.6313], [-2.6519, -0.5269, -4.8521], [-3.2878, 1.1277, -5.3797], [-1.5783, 3.6005, -5.0122], [-2.0647, 3.3850, -3.3023], [-0.2740, 3.6633, -3.7669], [0.2314, 0.0403, -6.1596], [1.0634, 1.5781, -5.7556], [-0.4268, 1.6083, -6.7590], [1.7655, 0.8143, -3.7805], [3.8768, -1.1591, -1.8357], [3.9014, 0.3706, -0.7956], [4.0863, 0.2689, -3.7409], [3.6439, 1.6067, -2.8390], [1.2863, 2.0760, 0.8751], [0.6737, 0.9245, 2.8497], [-6.4168, 2.1434, 4.8001], [-7.2899, 1.5188, 3.7473], [-6.6934, 0.2370, 3.5617], [-6.0128, -0.0612, 4.7005], [-5.5394, -1.1272, 4.9418], [-5.9430, 1.0136, 5.5283], [-6.9658, 2.8226, 5.4506], [-5.5609, 2.6739, 4.3748], [-8.3206, 1.3836, 4.0835], [-7.2933, 2.0849, 2.8167], [6.6938, -1.7657, -3.6904], [7.9617, -2.1422, -4.4064], [7.5396, -2.2495, -5.7636], [6.4232, -1.4906, -5.9037], [5.9120, -1.2283, -6.9443], [5.9608, -1.0651, -4.6929], [6.8752, -1.1287, -2.8251], [6.1154, -2.6383, -3.3742], [8.7288, -1.3674, -4.3353], [8.3773, -3.0847, -4.0528]]
}

=====

{
  "formula": "C20H15BaF3N5O2S4",
  "method": "ωB97M-V with the def2-TZVPD basis set",
  "total_charge": -1,
  "homo_energy_ev": -4.3582,
  "homo_lumo_gap_ev": 6.424,
  "species": ["Ba", "F", "C", "F", "F", "C", "C", "C", "C", "N", "C", "S", "H", "H", "H", "S", "C", "C", "C", "C", "C", "N", "H", "H", "H", "H", "N", "C", "C", "C", "C", "C", "C", "S", "O", "O", "N", "C", "S", "C", "C", "N", "H", "H", "H", "H", "H", "H", "H", "H"],
  "coordinates": [[1.5667, -1.0406, -0.9175], [6.6960, -0.2796, 2.1973], [5.8409, -0.7296, 3.1273], [5.9988, -2.0583, 3.2103], [6.3019, -0.2367, 4.3095], [4.4212, -0.3087, 2.8879], [3.7990, 0.4987, 3.8193], [2.4894, 0.9147, 3.6183], [1.8599, 0.4702, 2.4693], [2.4332, -0.3205, 1.5748], [3.7209, -0.7236, 1.7203], [4.3984, -1.6950, 0.4752], [4.3450, 0.8072, 4.7003], [1.9759, 1.5561, 4.3193], [0.8375, 0.7615, 2.2452], [1.6467, -3.8197, -2.4436], [0.5995, -4.1863, -1.1060], [-0.3392, -5.2400, -1.1963], [-1.1885, -5.5139, -0.1541], [-1.1239, -4.7418, 1.0060], [-0.1808, -3.7371, 1.0364], [0.6615, -3.4741, 0.0396], [-0.3761, -5.8119, -2.1130], [-1.9069, -6.3208, -0.2427], [-1.7761, -4.9114, 1.8514], [-0.0791, -3.0970, 1.9087], [-6.4400, 2.9427, -1.5740], [-5.1783, 2.3492, -1.6149], [-4.5634, 1.9162, -0.4387], [-3.3324, 1.2897, -0.4853], [-2.6985, 1.0829, -1.6992], [-3.3003, 1.5046, -2.8739], [-4.5318, 2.1324, -2.8334], [-1.1078, 0.3028, -1.7316], [-1.2037, -1.0355, -1.1807], [-0.6579, 0.3800, -3.1068], [-0.1204, 1.0332, -0.7402], [0.5022, 2.1902, -1.1092], [-0.3529, 3.5319, -1.7893], [1.1271, 4.4205, -1.8328], [2.1121, 3.6468, -1.3197], [1.7897, 2.3814, -0.8922], [-6.6630, 3.3916, -0.7001], [-6.6461, 3.5376, -2.3609], [-5.0532, 2.0716, 0.5150], [-2.8589, 0.9665, 0.4336], [-2.7919, 1.3467, -3.8153], [-4.9977, 2.4587, -3.7558], [1.2077, 5.4210, -2.2194], [3.1376, 3.9755, -1.2187]]
}

=====

{
  "formula": "C2H3N3O",
  "method": "ωB97M-V with the def2-TZVPD basis set",
  "homo_energy_ev": -9.1508,
  "smiles": "Nc1cnno1",
  "homo_lumo_gap_ev": 9.548,
  "species": ["N", "C", "C", "N", "N", "O", "H", "H", "H"],
  "coordinates": [[1.5555, -0.2404, -0.1751], [0.2689, 0.0067, -0.2336], [-0.7990, 0.8908, -0.2148], [-2.0072, 0.1356, -0.1370], [-1.7529, -1.0004, -0.0198], [-0.3158, -1.1600, -0.2576], [1.6114, -1.0321, 0.7069], [2.3190, 0.4910, 0.0217], [-0.8798, 1.9088, 0.3093]]
}

=====

DFT total energy for every record listed, in sequence, given in a.u.: -694.778490, -686.889835, -247.093391, -2392.936240, -3113.487223, -317.389698.